Below is an isolated ion of composition H2N3O2 and charge -1 in a non-equilibrium geometry, with properties calculated with wB97M-V/def2-TZVPD.

Last column: natural (NBO) charge in e.
Geometry (Å):
O1 2.25630 0.18999 0.17206  -0.569
O2 0.70995 -1.31287 -0.23532  -0.636
N1 -1.29312 0.37219 -0.25926  -0.776
N2 0.23082 0.89049 0.13042  -0.237
N3 1.04878 -0.08738 0.01238  0.519
H1 -1.31479 -0.65022 -0.48327  0.367
H2 -1.63794 0.59780 0.66299  0.332

Cartesian forces, eV/Å:
O 0.53 0.06 0.15
O 0.03 1.17 0.04
N 2.72 1.02 0.30
N -3.19 -1.40 -1.33
N -0.02 -1.37 -0.14
H 0.62 1.13 0.95
H -0.68 -0.61 0.04

charge: -1
HOMO-LUMO gap: 8.895 eV
strongest force on any atom: 0.0725 Eh/bohr
HOMO level: -0.1397 hartree
SMILES string: NN=[N+]([O-])[O-]
energy above the lowest of the compared OMol25 structures with the same formula, charge and spin: 1.945 eV
total energy: -315.83750 a.u.